one.
ORCA calculation (ωB97M-V with the def2-TZVPD basis set) on a 16-piece molecular cluster, C64H176N16O16 overall.

The calculation puts the HOMO energy at -8.76 eV. For the LUMO energy, the calculation gives 0.2706 eV. As for the HOMO-LUMO gap: 9.027 eV.

```
! wB97M-V def2-TZVPD RIJCOSX def2/J DEFGRID3
* xyz 0 1
O -19.389 -5.285 0.310
O -17.865 -14.199 -5.639
O -17.061 -5.540 -10.640
O -14.810 1.327 6.145
O -7.643 -5.399 4.242
O -17.105 -6.243 8.774
O -13.283 5.525 -4.908
O -27.869 -1.810 5.764
O -28.652 -11.495 0.023
O -26.768 0.652 -5.035
O -22.535 -14.162 7.094
O -22.230 -19.180 0.579
O -14.785 -15.680 3.818
O -25.568 -7.219 -7.835
O -16.277 7.769 3.883
O -8.199 1.624 -6.680
N -13.646 -4.244 -9.923
N -16.537 -3.081 -0.223
N -14.620 -12.409 -6.012
N -31.081 -14.330 -0.591
N -16.591 -5.556 11.509
N -10.254 -5.880 1.743
N -18.958 -17.973 -0.665
N -13.786 10.456 3.300
N -30.070 -1.268 8.042
N -12.784 -18.750 4.256
N -12.157 9.016 -4.256
N -17.401 -0.361 8.150
N -9.375 -0.359 -4.498
N -25.589 -12.228 6.241
N -29.687 2.725 -5.863
N -27.829 -4.443 -8.831
C -30.132 -1.418 6.614
C -7.230 1.876 -7.683
C -13.420 1.540 6.222
C -7.900 0.562 -2.927
C -16.552 -7.199 9.598
C -27.545 3.592 -5.308
C -13.125 6.708 -4.178
C -8.192 -5.961 3.066
C -18.802 -2.370 0.003
C -28.324 -10.232 -0.618
C -22.001 -19.422 1.997
C -14.685 -14.241 3.824
C -18.255 -4.828 -0.428
C -7.567 1.022 -5.509
C -28.308 2.324 -5.743
C -15.134 -7.472 11.669
C -14.677 9.579 4.091
C -31.362 -0.742 6.020
C -17.109 1.989 7.978
C -29.942 -13.639 -0.076
C -9.713 -5.668 3.101
C -15.808 -6.478 10.763
C -16.882 6.728 2.985
C -28.072 1.231 -4.783
C -21.033 -19.182 -0.164
C -23.258 -13.127 6.413
C -26.300 -0.056 -3.882
C -14.828 -18.202 5.430
C -16.166 -12.148 -4.168
C -20.003 -18.075 0.294
C -24.737 -13.239 6.792
C -15.205 8.405 3.228
C -20.089 -6.395 -0.116
C -29.853 -12.114 -0.443
C -13.506 -16.354 4.086
C -25.980 -5.917 -8.321
C -15.826 -4.855 -10.840
C -24.194 -7.340 -7.459
C -6.254 -5.562 4.409
C -13.941 -17.850 4.184
C -18.141 -5.148 -11.484
C -12.338 7.776 -5.013
C -15.306 0.385 7.034
C -17.691 -6.792 7.621
C -25.396 -14.645 6.426
C -28.866 -0.783 5.910
C -20.701 -16.633 0.247
C -28.075 -6.820 -9.368
C -26.664 -1.335 5.108
C -16.772 -13.547 -6.328
C -18.991 -14.473 -6.516
C -21.175 -13.851 7.406
C -27.414 -5.770 -8.401
C -10.943 7.342 -5.478
C -15.681 -13.122 -5.302
C -15.297 -4.955 -8.295
C -28.664 -14.332 -0.581
C -13.935 4.510 -4.070
C -8.511 0.777 -4.323
C -17.829 -3.468 0.246
C -16.759 0.605 7.356
C -14.796 -5.108 -9.766
C -10.533 -6.545 4.032
C -15.825 10.447 4.610
H -18.334 -4.078 -11.415
H -15.289 -14.057 -4.901
H -17.465 -5.947 11.832
H -22.941 -19.811 2.387
H -18.379 -0.160 7.995
H -21.074 -16.423 -0.755
H -16.928 6.919 1.913
H -25.441 -14.868 5.360
H -19.343 -7.157 -0.342
H -7.236 -0.302 -2.954
H -20.631 -20.183 -0.001
H -12.248 -18.504 3.436
H -18.731 -1.434 0.557
H -15.390 -5.165 -11.790
H -16.173 -5.596 -8.189
H -27.562 -3.799 -8.100
H -9.927 -6.776 1.409
H -15.000 -11.592 -6.468
H -15.155 -0.634 6.680
H -20.683 -14.657 7.952
H -31.885 -13.746 -0.411
H -25.583 -5.723 -9.318
H -15.935 -3.891 -0.174
H -14.982 4.792 -3.958
H -16.909 -4.999 10.729
H -17.074 -12.761 -7.022
H -13.996 3.543 -4.567
H -21.513 -16.609 0.974
H -25.796 -5.096 -7.628
H -7.096 0.065 -5.736
H -9.846 -0.440 -5.388
H -21.286 -20.224 2.175
H -29.765 -11.980 -1.521
H -9.207 1.613 -4.261
H -15.361 -11.866 -3.489
H -29.164 -1.647 8.279
H -10.589 -7.575 3.680
H -16.592 -11.245 -4.605
H -15.410 11.339 5.079
H -31.303 -15.232 -0.194
H -16.865 2.090 9.036
H -28.005 -10.345 -1.654
H -11.546 -6.153 4.129
H -14.355 10.920 2.606
H -19.294 -13.483 -6.855
H -16.327 -14.298 -6.980
H -14.332 -17.904 6.353
H -26.480 3.384 -5.417
H -27.834 4.423 -5.952
H -14.156 9.182 4.962
H -26.048 0.591 -3.042
H -16.471 10.803 3.807
H -5.986 -6.617 4.473
H -7.259 1.397 -2.645
H -27.756 3.894 -4.282
H -18.130 -7.787 7.696
H -25.948 -2.150 5.002
H -17.905 6.480 3.265
H -6.731 1.620 -5.147
H -18.180 2.177 7.895
H -18.270 -17.469 -0.124
H -32.292 -1.078 6.478
H -12.867 7.906 -5.957
H -16.669 2.782 7.374
H -28.594 -15.405 -0.403
H -13.922 -3.276 -9.839
H -9.771 -4.651 3.489
H -19.803 -15.001 -6.015
H -16.246 5.843 3.000
H -19.276 -17.409 -1.440
H -27.789 -6.011 -7.406
H -25.763 -12.567 5.305
H -27.598 -6.811 -10.348
H -7.786 2.243 -8.546
H -5.983 -5.053 5.334
H -24.796 -15.363 6.985
H -28.884 0.507 -4.853
H -18.856 -2.082 -1.047
H -20.684 -6.120 -0.987
H -17.476 -5.563 -0.229
H -14.395 -6.110 -9.919
H -9.871 -5.135 1.180
H -17.262 0.525 6.392
H -12.932 -16.067 4.968
H -21.310 -19.064 -1.212
H -29.108 -0.532 4.877
H -17.374 -7.812 9.968
H -10.118 -6.441 5.034
H -14.968 -6.914 12.590
H -16.983 -6.873 6.796
H -15.891 -7.965 9.192
H -5.631 -5.212 3.585
H -30.007 -0.280 8.242
H -16.433 9.845 5.285
H -6.756 0.942 -7.984
H -28.389 0.032 6.454
H -14.086 7.195 -4.015
H -30.019 -13.752 1.005
H -21.075 -12.989 8.066
H -11.862 9.002 -3.290
H -28.838 -4.421 -8.797
H -13.509 -4.339 -10.919
H -18.459 -6.086 7.304
H -27.781 -13.942 -0.074
H -17.643 -3.723 1.289
H -13.476 4.386 -3.089
H -29.140 -9.509 -0.595
H -14.389 7.767 2.888
H -10.326 8.111 -5.941
H -29.150 -6.695 -9.495
H -31.427 0.342 6.116
H -8.634 0.545 -2.122
H -12.759 -16.138 3.323
H -12.833 0.650 5.993
H -12.629 6.562 -3.219
H -31.491 -0.785 4.939
H -13.117 1.826 7.229
H -14.576 -13.871 4.843
H -13.158 2.305 5.491
H -26.267 -0.613 5.820
H -10.964 6.530 -6.205
H -22.904 -12.149 6.739
H -15.978 -3.776 -10.812
H -18.471 -4.708 -1.489
H -15.802 -17.717 5.370
H -14.948 -19.282 5.520
H -28.523 -14.242 -1.658
H -12.191 -18.526 5.042
H -26.902 -0.912 4.132
H -7.721 -5.464 2.218
H -26.421 -14.526 6.777
H -15.700 -3.971 -8.055
H -14.526 -5.120 -7.542
H -15.570 8.920 2.339
H -18.729 -15.128 -7.347
H -13.490 11.258 3.838
H -28.227 1.576 -3.761
H -27.427 -9.820 -0.156
H -24.114 -8.226 -6.830
H -14.760 0.447 7.975
H -23.224 -13.171 5.324
H -15.085 -5.867 10.223
H -14.287 -12.979 -6.777
H -23.853 -6.478 -6.885
H -27.978 2.092 -6.755
H -13.844 -13.940 3.199
H -25.147 -11.354 5.993
H -29.750 3.621 -6.324
H -11.457 9.662 -4.592
H -20.599 -13.603 6.515
H -10.061 -0.553 -3.782
H -27.033 -0.746 -3.465
H -6.467 2.582 -7.355
H -10.273 7.035 -4.675
H -15.879 -8.195 12.001
H -27.798 -7.831 -9.069
H -21.618 -18.539 2.510
H -24.847 -13.139 7.872
H -19.980 -15.838 0.440
H -30.134 -2.494 6.443
H -14.490 -18.178 3.302
H -23.556 -7.497 -8.329
H -16.196 -2.581 0.586
H -17.833 -5.264 -12.523
H -16.900 -12.621 -3.516
H -14.194 -7.879 11.294
H -19.070 -5.692 -11.318
H -19.784 -2.815 0.161
H -17.250 -1.280 7.759
H -20.747 -6.849 0.625
H -30.154 2.073 -6.477
H -25.353 -0.559 -4.080
H -7.974 -7.025 2.973
H -30.721 -11.557 -0.092
H -19.674 -18.264 1.316
H -15.589 -13.761 3.448
*
```

***

two.
ORCA calculation (ωB97M-V with the def2-TZVPD basis set) on a 16-piece molecular cluster, C64H176N16O16 overall.

The calculation puts the HOMO energy at -8.24 eV. For the LUMO energy, the calculation gives 0.4097 eV. As for the HOMO-LUMO gap: 8.654 eV.

```
! wB97M-V def2-TZVPD RIJCOSX def2/J DEFGRID3
* xyz 0 1
O 26.933 -15.209 -8.369
O 31.733 -17.386 0.178
O 24.702 -20.049 -11.408
O 29.933 -22.500 -4.275
O 15.493 -22.663 -4.687
O 22.257 -26.870 -7.959
O 18.078 -25.456 -7.469
O 15.133 -22.992 -9.138
O 21.858 -22.614 -3.367
O 29.372 -20.848 -10.467
O 26.335 -25.110 -2.180
O 22.315 -20.176 -6.423
O 15.177 -18.063 -10.080
O 31.237 -16.941 -8.796
O 20.545 -16.300 -5.532
O 25.147 -17.570 -0.601
N 25.687 -20.458 -4.787
N 18.607 -19.794 -10.238
N 26.160 -15.391 -1.791
N 18.243 -28.361 -8.432
N 28.805 -16.821 -2.039
N 21.331 -21.077 -9.837
N 16.248 -19.939 -2.368
N 18.248 -24.899 -10.222
N 26.734 -12.424 -9.345
N 24.564 -21.951 -2.511
N 28.244 -19.331 -3.586
N 28.842 -24.283 -9.142
N 18.288 -16.619 -2.717
N 29.213 -17.861 -5.756
N 20.587 -23.707 -8.778
N 19.442 -20.186 -2.030
C 28.870 -21.548 -4.351
C 26.509 -14.126 -7.547
C 17.393 -26.538 -6.841
C 30.191 -17.954 -6.841
C 31.110 -15.924 -9.746
C 30.371 -16.652 -7.574
C 21.539 -17.135 -6.119
C 25.204 -23.101 -1.848
C 29.734 -22.027 -9.786
C 18.114 -24.371 -6.554
C 29.911 -19.187 -7.723
C 23.635 -20.756 -10.727
C 26.713 -11.770 -7.012
C 27.204 -12.807 -8.017
C 17.258 -19.404 -9.777
C 29.897 -23.526 -5.286
C 30.982 -17.501 -1.032
C 21.758 -20.200 -1.357
C 14.213 -19.032 -10.331
C 16.430 -18.342 -10.643
C 24.112 -23.676 -0.888
C 22.107 -27.797 -6.881
C 25.235 -16.163 -2.561
C 20.710 -22.125 -2.691
C 18.774 -16.269 -4.021
C 17.070 -27.729 -7.806
C 28.839 -17.501 0.296
C 25.758 -24.085 -2.872
C 25.959 -20.646 -11.348
C 20.179 -16.844 -4.284
C 28.779 -20.828 -1.901
C 20.736 -20.627 -2.453
C 17.603 -18.837 -8.448
C 16.092 -22.081 -3.545
C 15.554 -22.369 -7.908
C 21.577 -24.707 -8.939
C 14.990 -24.000 -4.487
C 22.348 -18.815 -9.845
C 23.244 -20.639 -5.413
C 29.156 -20.403 -3.324
C 17.105 -20.061 -4.627
C 30.519 -20.240 -11.064
C 25.209 -19.885 -7.019
C 26.500 -16.531 -8.020
C 17.220 -23.884 -10.257
C 16.225 -28.771 -7.071
C 20.948 -20.643 -6.386
C 29.607 -16.833 -0.810
C 22.230 -20.147 -10.598
C 21.486 -23.622 -4.336
C 18.799 -14.746 -4.086
C 16.035 -20.582 -3.646
C 27.741 -24.931 -1.884
C 25.320 -17.599 -1.985
C 16.931 -23.484 -11.701
C 25.501 -16.006 -4.031
C 15.908 -24.179 -9.473
C 33.071 -17.827 0.055
C 27.702 -22.338 -8.333
C 25.228 -18.875 0.000
C 24.618 -19.854 -5.607
C 21.150 -25.948 -8.058
C 28.449 -22.901 -9.509
C 22.886 -24.065 -8.462
H 18.328 -24.674 -5.529
H 27.364 -19.751 -3.851
H 31.465 -20.239 -10.521
H 31.177 -18.076 -6.393
H 21.568 -20.642 -0.379
H 28.987 -24.822 -9.984
H 18.877 -23.598 -6.648
H 22.873 -20.390 -4.419
H 16.336 -18.571 -11.704
H 30.739 -20.753 -12.000
H 24.955 -24.477 -3.497
H 24.449 -24.605 -0.427
H 30.743 -19.398 -8.395
H 26.753 -13.228 -9.956
H 29.841 -20.116 -7.157
H 33.655 -17.907 0.972
H 20.457 -26.476 -8.712
H 20.846 -22.967 -9.415
H 29.026 -19.065 -8.348
H 28.869 -21.103 -5.346
H 30.879 -15.913 -6.955
H 17.785 -23.451 -12.377
H 19.231 -20.694 -1.183
H 22.759 -23.542 -7.514
H 25.679 -11.936 -6.710
H 26.426 -23.673 -3.628
H 29.298 -16.493 -2.858
H 27.865 -21.958 -4.258
H 20.464 -20.352 -7.319
H 28.091 -24.757 -8.661
H 31.497 -17.036 -1.873
H 29.786 -17.565 -4.979
H 23.906 -20.847 -9.675
H 28.163 -16.709 0.620
H 21.234 -28.394 -7.147
H 27.022 -15.696 -2.220
H 28.688 -17.776 -2.346
H 27.990 -24.018 -1.344
H 22.766 -20.381 -1.730
H 28.393 -25.027 -2.753
H 18.158 -25.313 -9.305
H 15.980 -29.550 -7.793
H 24.531 -18.183 -2.458
H 15.581 -22.465 -2.662
H 18.095 -20.423 -4.351
H 25.535 -20.889 -7.289
H 17.921 -29.018 -9.128
H 17.967 -27.036 -6.060
H 30.380 -21.830 -8.931
H 25.417 -16.526 -7.892
H 20.157 -17.928 -4.175
H 18.568 -20.802 -10.281
H 24.551 -18.805 -5.318
H 21.815 -27.197 -6.019
H 16.116 -23.930 -12.270
H 17.191 -23.791 -6.578
H 26.358 -20.451 -10.352
H 14.202 -19.222 -11.404
H 26.810 -14.222 -6.503
H 30.733 -24.211 -5.149
H 27.689 -21.249 -8.382
H 25.324 -20.716 -3.881
H 16.601 -22.066 -7.928
H 29.714 -15.777 -0.562
H 29.127 -20.045 -1.227
H 30.350 -22.525 -10.534
H 29.207 -21.787 -1.608
H 17.688 -23.047 -9.739
H 23.375 -23.447 -9.215
H 26.160 -15.723 -0.837
H 22.893 -28.551 -6.823
H 16.853 -20.630 -5.522
H 17.400 -16.170 -2.539
H 21.083 -20.193 -3.391
H 30.327 -19.167 -11.094
H 18.831 -27.652 -8.845
H 27.713 -20.909 -1.688
H 17.764 -14.410 -4.034
H 18.475 -19.491 -11.192
H 25.870 -21.679 -11.682
H 14.999 -21.451 -7.716
H 23.764 -22.814 -0.319
H 18.908 -16.244 -2.014
H 19.374 -14.357 -3.246
H 15.272 -28.304 -6.825
H 26.857 -17.312 -8.691
H 16.899 -17.358 -10.619
H 30.814 -18.527 -1.362
H 22.326 -17.338 -5.393
H 30.048 -22.977 -6.216
H 20.755 -22.609 -1.715
H 22.540 -19.057 -8.800
H 15.053 -20.251 -3.983
H 26.228 -18.108 -2.309
H 26.462 -16.357 -4.406
H 31.738 -16.072 -10.624
H 20.941 -16.687 -3.521
H 23.442 -21.710 -5.462
H 31.294 -14.948 -9.296
H 26.185 -19.257 -0.355
H 22.381 -23.889 -4.899
H 30.075 -15.942 -10.087
H 26.699 -22.742 -8.192
H 23.224 -23.934 -1.465
H 29.416 -16.234 -7.892
H 21.811 -19.940 -11.583
H 19.367 -14.338 -4.922
H 16.601 -20.251 -9.579
H 23.679 -24.793 -8.289
H 19.382 -19.182 -1.932
H 15.357 -24.917 -10.056
H 22.068 -16.578 -6.893
H 17.072 -20.370 -1.974
H 14.180 -24.033 -3.758
H 24.228 -15.775 -2.404
H 18.070 -25.624 -10.903
H 27.420 -11.769 -6.182
H 33.532 -17.280 -0.768
H 23.152 -18.160 -10.181
H 28.564 -17.088 -5.795
H 26.692 -10.780 -7.469
H 28.279 -12.978 -7.946
H 26.687 -20.331 -12.095
H 14.641 -24.368 -5.452
H 25.427 -13.991 -7.538
H 18.342 -18.041 -8.532
H 28.039 -25.693 -1.164
H 24.440 -19.570 -0.291
H 26.064 -22.627 -1.374
H 13.251 -18.708 -9.933
H 28.297 -18.352 -0.117
H 23.592 -22.176 -2.674
H 15.262 -23.131 -7.186
H 21.796 -24.985 -9.970
H 25.312 -18.729 1.077
H 20.424 -20.184 -5.548
H 26.842 -16.781 -7.016
H 24.734 -16.523 -4.608
H 15.814 -24.645 -4.181
H 18.042 -16.715 -4.694
H 21.120 -18.105 -6.386
H 29.476 -17.878 1.096
H 18.075 -19.563 -7.786
H 21.748 -19.117 -1.231
H 21.641 -20.984 -8.880
H 16.657 -19.033 -2.546
H 16.525 -26.137 -6.318
H 19.822 -22.510 -3.191
H 28.494 -18.852 -4.439
H 33.010 -18.841 -0.339
H 27.818 -22.750 -10.385
H 19.730 -24.033 -9.203
H 21.315 -18.473 -9.789
H 16.631 -22.436 -11.719
H 30.199 -20.088 -3.342
H 14.433 -20.038 -9.975
H 25.872 -21.326 -5.269
H 25.466 -14.962 -4.341
H 20.898 -21.722 -6.237
H 20.728 -23.362 -5.075
H 16.658 -29.100 -6.126
H 24.443 -21.215 -1.830
H 24.475 -19.545 -7.750
H 16.063 -24.822 -8.606
H 20.422 -20.636 -9.838
H 27.488 -11.933 -9.804
H 26.014 -19.152 -7.066
H 23.538 -21.817 -10.957
H 16.745 -18.387 -7.947
H 20.747 -25.661 -7.087
H 16.543 -27.291 -8.653
H 21.174 -24.525 -3.812
H 28.121 -22.664 -7.382
H 28.968 -24.095 -5.283
H 17.093 -18.989 -4.829
H 17.144 -22.348 -3.446
*
```

***

Quick one: least stable of them? one